Entry 1:
The following is a quantum chemistry calculation of a structure of composition C34H23Cl8N3O3Ta, from the Open Molecules 2025 dataset.

ORCA input file:
```
! RIJCOSX wB97M-V def2-TZVPD def2/J DEFGRID3
* xyz -1 1
Ta -0.07 0.60 -1.06
Cl 5.10 -5.73 2.38
Cl -0.25 -6.26 2.39
Cl -0.58 -3.22 2.04
Cl 4.84 -2.70 1.97
Cl 1.02 -0.24 1.35
Cl -3.01 -0.43 2.41
Cl 2.89 4.36 -0.49
Cl 2.59 -7.56 2.56
O 0.95 -1.03 -1.77
O -0.29 -0.88 0.49
O -0.77 1.81 -2.57
N -2.47 0.35 -3.06
N -1.61 -0.49 -2.38
N 1.24 1.78 -0.41
C 2.41 -5.85 2.35
C 1.44 -3.27 -1.30
C 2.22 1.08 1.70
C -1.69 1.43 3.81
C 2.93 3.15 0.76
C 3.73 3.35 1.87
C 3.39 -3.66 2.08
C -0.99 2.60 3.99
C 2.12 -1.65 1.62
C 1.06 -4.60 -1.19
C -1.95 1.53 -3.09
C -1.14 -4.04 -1.93
C 3.01 1.26 2.81
C -0.24 -4.99 -1.51
C -3.99 4.75 -4.98
C -1.00 2.95 1.61
C -3.91 2.44 -4.34
C -4.57 3.49 -4.94
C -1.76 -1.75 -2.52
C 0.52 -2.29 -1.69
C -2.75 4.96 -4.40
C -0.66 3.37 2.88
C -2.08 3.90 -3.79
C -1.69 1.74 1.39
C -2.05 1.01 2.53
C 1.16 -5.25 2.28
C -1.96 1.27 0.00
C 2.13 2.01 0.62
C -0.79 -2.68 -2.01
C -2.66 2.64 -3.76
C 3.77 2.42 2.90
C 3.53 -5.02 2.26
C 1.01 -3.89 2.10
C 2.12 -3.00 1.94
H -1.99 0.82 4.66
H 3.04 0.50 3.58
H -0.54 -6.03 -1.41
H -0.71 2.92 4.98
H -4.35 1.45 -4.30
H -2.40 2.08 -0.59
H -2.15 -4.32 -2.19
H 4.41 2.59 3.76
H 1.66 -0.19 0.13
H -2.63 0.42 -0.01
H -2.62 -2.12 -3.08
H -5.55 3.33 -5.39
H -1.12 4.05 -3.33
H 0.38 -0.32 2.57
H -0.10 4.29 3.01
H -2.29 5.94 -4.42
H 0.31 0.91 1.16
H 1.79 -5.33 -0.85
H 3.07 -1.13 1.65
H 2.44 -2.95 -1.05
H 4.33 4.25 1.92
H -4.51 5.58 -5.45
H -0.70 3.53 0.75
*
```

The HOMO energy is -4.02 eV. As for the energy above the lowest of the compared OMol25 structures with the same formula, charge and spin: 300.2 kcal per mole. Its orbital gap is 5.95 eV. The electronic energy is -147967.2025 eV.

Atomic partial charges in e from the Mulliken method, atoms 1 to 8: Ta 1.4465; Cl -0.2196; Cl -0.2079; Cl -0.1743; Cl -0.2665; Cl -0.4790; Cl -0.2128; Cl -0.2400

Entry 2:
The following is a quantum chemistry calculation of a structure of composition C34H24BBr2CuF4N6O2P, from the Open Molecules 2025 dataset.

ORCA input file:
```
! RIJCOSX wB97M-V def2-TZVPD def2/J DEFGRID3
* xyz 0 2
Br 2.11 -2.85 2.78
Br -2.07 6.43 -1.56
Cu 0.24 -0.39 -3.57
P 0.11 -0.22 3.33
F 3.15 -2.63 7.86
F 3.38 -3.61 5.20
F 1.07 -1.02 8.42
F -0.37 0.15 6.45
O -1.38 0.63 -3.73
O 0.21 2.15 -3.73
N 1.96 -1.75 -5.49
N 0.97 -3.11 -3.59
N 2.93 -1.59 -3.22
N -0.06 -2.26 -3.28
N 1.30 -0.58 -5.34
N 2.19 -0.49 -2.78
C -1.66 4.01 -2.72
C 2.17 -1.99 -6.78
C -4.38 3.16 -2.52
C 2.44 -2.16 6.83
C -2.04 -1.82 2.57
C -3.87 -0.47 4.08
C 1.75 -2.06 4.50
C -0.15 3.85 3.38
C -0.70 -4.32 -2.73
C 4.25 -1.31 -2.99
C -3.39 2.35 -3.06
C 2.54 -2.60 5.49
C -2.63 4.86 -2.24
C -3.35 -2.04 2.40
C 0.78 -1.07 4.76
C 1.12 1.87 4.85
C 1.34 -1.31 7.09
C -1.60 -0.70 3.34
C -4.31 -1.47 3.26
C 1.68 -0.94 -7.52
C -0.99 1.83 -3.59
C 1.21 -0.02 -6.54
C 4.38 -0.06 -2.32
C 3.05 0.37 -2.21
C -0.55 2.54 3.15
C 1.44 3.19 5.07
C 0.59 -4.38 -3.32
C -2.05 2.79 -3.13
C 0.15 1.50 3.87
C 0.92 4.15 4.22
C -1.11 -3.01 -2.82
C -2.55 0.00 4.04
C -4.01 4.49 -2.21
C 0.58 -0.80 6.08
B 2.37 -2.59 -4.25
H -2.33 0.96 4.56
H -0.60 4.37 -2.75
H 2.81 -2.82 -7.10
H -2.01 -2.43 -2.58
H -3.57 1.31 -3.42
H 4.93 -2.03 -3.35
H -3.65 -2.74 1.61
H 1.16 5.20 4.34
H -4.63 0.01 4.71
H -4.76 5.20 -1.92
H -5.37 2.75 -2.26
H 0.74 0.94 -6.72
H 3.15 -3.42 -4.65
H 1.33 -5.15 -3.58
H 1.67 1.12 5.42
H 5.28 0.40 -1.92
H 2.60 1.19 -1.65
H -1.25 -5.08 -2.23
H 2.08 3.54 5.88
H -0.58 4.66 2.79
H 1.79 -0.78 -8.56
H -1.28 -2.36 1.94
H -5.32 -1.81 3.20
H -1.39 2.31 2.51
*
```

The HOMO energy (spin up / spin down) is -8.27 / -8.27 eV. Its orbital gap (spin up / spin down) is 8.29 / 7.13 eV. The electronic energy is -254242.2252 eV.

Atomic partial charges in e from the Mulliken method, atoms 1 to 8: Br -0.1524; Br -0.1746; Cu -0.7671; P -0.0535; F -0.2734; F -0.2904; F -0.2997; F -0.3246

| no. | maximum force (eV/A) |
| --- | --- |
| 1 | 0.8 |
| 2 | 3.1 |